(1)
Density functional theory data (ωB97M-V/def2-TZVPD) for a structure of composition C22H43HoN2OP3 at a distorted geometry.

```
72
C22H43HoN2OP3 ωB97M-V/def2-TZVPD
Ho 0.47199 0.11612 0.84262
P -0.43007 2.44976 2.17419
P -1.95294 -1.24628 0.57265
P -0.28787 1.91735 -1.16024
H 2.93983 -0.75540 -0.04268
C 2.74964 0.30615 -0.27794
C 2.67611 1.31569 0.66940
H 2.82004 1.16621 1.75465
C -0.00915 2.54525 3.95788
C -2.22069 2.87601 2.27294
C 0.24661 4.07984 1.65684
C -1.39606 -2.63073 -0.48685
C -2.75813 -2.19872 1.90943
C -3.36584 -0.58216 -0.38451
C 1.02525 3.07386 -1.70927
C -1.80001 2.87173 -1.50494
C -0.27823 0.80129 -2.60492
H 2.90728 0.52439 -1.33676
H 2.74418 2.37340 0.40792
H 1.08149 2.50857 4.06328
H -0.44209 1.69698 4.49941
H -0.38774 3.48972 4.37600
H -2.75655 2.06600 2.78482
H -2.65146 2.99485 1.27005
H -2.35527 3.80973 2.84549
H 1.33822 4.04026 1.75812
H -0.15674 4.86887 2.31047
H -0.00235 4.30266 0.61190
H -2.28300 -3.17879 -0.84240
H -0.76116 -3.31106 0.09914
H -0.81545 -2.27016 -1.34957
H -3.46739 -2.90749 1.47173
H -3.30979 -1.54239 2.59252
H -2.01169 -2.77033 2.47485
H -4.17808 -1.32472 -0.39618
H -3.07175 -0.37420 -1.42573
H -3.74829 0.33726 0.08929
H 0.81675 3.36014 -2.74795
H 2.00138 2.58222 -1.65556
H 1.03663 3.95928 -1.06728
H -1.83541 3.14061 -2.57035
H -1.81128 3.79149 -0.91002
H -2.69651 2.28809 -1.26447
H -0.27472 1.38836 -3.53471
H -1.15097 0.13405 -2.60662
H 0.62427 0.17786 -2.58475
C 0.13858 -2.24431 -4.50000
C 0.10497 -3.58786 -4.92026
C 0.93622 -3.97934 -5.96853
C 1.81184 -3.06562 -6.56112
C 1.80761 -1.72574 -6.15442
C 0.93466 -1.29303 -5.14765
O -0.54260 -1.87228 -3.36952
H -0.98112 -2.67123 -3.00317
H -0.52810 -4.30204 -4.39531
H 0.91457 -5.01774 -6.29533
H 2.50834 -3.38634 -7.34704
H 2.49843 -1.01012 -6.60785
H 0.90422 -0.25244 -4.82450
N 3.28792 -1.37511 2.78419
C 2.14719 -1.33585 3.52657
C 2.13333 -1.87015 4.82285
C 0.96328 -1.83673 5.57830
C -0.17770 -1.26310 5.00325
C -0.11129 -0.75310 3.71313
N 1.02559 -0.80402 2.94792
H 3.41187 -0.81324 1.94629
H 4.11351 -1.74067 3.23549
H 3.07177 -2.29841 5.17549
H 0.93407 -2.26360 6.58061
H -1.12732 -1.22294 5.54073
H -0.99285 -0.27664 3.23800
```

Values from the calculation:
spin multiplicity: 5
net charge: +3
gap between HOMO and LUMO (spin up / spin down): 7.5 / 2.9 eV

(2)
Density functional theory data (ωB97M-V/def2-TZVPD) for a structure of composition C22H43MgN4O3PS3SeSi at a distorted geometry.

```
79
C22H43MgN4O3PS3SeSi ωB97M-V/def2-TZVPD
Mg 11.42600 19.38398 5.77253
C 15.65653 21.92372 9.80662
C 15.20535 21.62187 8.38554
C 14.86200 22.88735 7.62004
O 14.22554 20.54532 8.49562
P 12.66548 20.80440 8.18242
S 12.14834 21.66016 6.36731
S 11.90459 18.90032 8.17408
O 12.29061 21.74522 9.34980
C 11.00672 22.49466 9.60678
C 9.85655 21.56415 9.46765
C 11.17406 23.00426 10.99385
H 16.25678 22.82613 9.75460
H 16.19098 21.11542 10.29091
H 14.78478 22.10618 10.45928
H 16.06089 21.20379 7.80655
H 14.09026 23.49603 8.05695
H 14.63071 22.68565 6.57835
H 15.75977 23.48897 7.71162
H 11.00560 23.27627 8.83099
H 10.06554 20.58986 9.96734
H 9.50811 21.34460 8.43337
H 8.96907 21.92115 10.00323
H 11.14167 22.17931 11.65694
H 10.32816 23.62398 11.20074
H 12.15540 23.50252 11.13841
N 12.35526 9.01507 5.98195
C 13.11750 9.19885 7.10910
S 14.05134 8.00372 7.78662
C 13.06766 10.54994 7.74425
C 12.12920 11.47464 7.36733
C 11.96650 12.67266 8.08009
N 12.84357 13.01092 9.03602
C 13.67717 12.07156 9.48673
C 13.81136 10.80678 8.88958
H 12.33949 8.06172 5.64405
H 12.21618 9.71763 5.29603
H 11.45928 11.22930 6.53581
H 11.20760 13.41962 7.81888
H 14.24592 12.44771 10.32168
H 14.52075 10.05928 9.22429
C 6.03033 13.27304 5.51510
N 6.02386 12.82935 6.91155
C 5.22084 11.76338 7.44094
C 5.45931 11.71274 8.75784
N 6.41062 12.69360 9.09983
C 6.75282 13.21188 10.42921
C 6.72396 13.41610 7.91200
Se 7.99089 14.76756 7.92583
H 6.51184 14.26580 5.52647
H 5.03462 13.34970 5.16518
H 6.53729 12.54099 4.84428
H 4.50495 11.22401 6.81952
H 5.13345 10.99538 9.51685
H 6.55304 14.29990 10.45912
H 7.82134 13.08106 10.54427
H 6.12572 12.68519 11.18912
C 13.75750 16.46064 6.60606
Si 13.31104 17.55694 5.14401
C 13.10022 16.60149 3.54204
C 14.61349 18.98994 5.08377
H 14.33748 15.63360 6.16704
H 12.86212 16.08999 7.13662
H 14.31582 17.01236 7.37196
H 13.19631 15.52340 3.68668
H 13.93379 16.94007 2.89340
H 12.18603 16.87791 3.04612
H 15.54240 18.66240 5.60238
H 14.25176 19.93530 5.54109
H 14.83688 19.18933 4.03318
C 7.80818 19.95576 5.84538
C 8.34156 18.92948 4.91607
O 9.65940 18.44994 5.37444
H 6.79317 20.22884 5.64634
H 8.50989 20.82802 5.87711
H 7.76636 19.52490 6.85531
H 8.45591 19.25135 3.85384
H 7.69293 18.03142 4.89426
H 9.44748 17.58658 5.84824
```

Values from the calculation:
gap between HOMO and LUMO (spin up / spin down): 5.2 / 5.2 eV

(3)
Density functional theory data (ωB97M-V/def2-TZVPD) for a structure of composition C22H43N3O3S3SiSm at a distorted geometry.

```
76
C22H43N3O3S3SiSm ωB97M-V/def2-TZVPD
Sm 11.74596 11.11747 10.08308
S 9.94666 13.02359 11.25193
C 9.83860 13.26633 9.55625
C 8.73992 14.03538 9.13349
C 8.48920 14.27944 7.79696
C 9.40690 13.72456 6.88875
C 10.54416 13.02398 7.33466
N 10.71076 12.75104 8.63501
H 7.97838 14.24824 9.88437
H 7.64335 14.89018 7.50069
H 9.30848 13.96736 5.84255
H 11.29495 12.64896 6.65230
C 14.35251 7.55288 10.94498
C 14.98267 7.66264 9.54953
C 14.05141 7.15064 8.45997
C 16.30494 6.89923 9.54815
O 15.38632 9.06729 9.24719
Si 14.77281 10.45028 8.76499
S 12.95240 10.19681 7.72477
O 14.12726 11.30334 10.03786
C 14.65788 12.01696 11.21473
C 14.73868 13.47873 10.88889
C 15.94262 11.38421 11.63230
C 13.53484 11.82157 12.21027
O 15.92944 11.30902 8.02181
C 16.37002 11.50819 6.61587
C 15.72396 10.39246 5.71366
C 15.99808 12.89128 6.24184
C 17.86802 11.26053 6.48348
H 14.14979 6.55673 11.20880
H 13.39495 8.09265 10.88030
H 14.95144 8.01645 11.75862
H 14.03399 6.05841 8.44709
H 14.34813 7.44289 7.47298
H 13.01041 7.51498 8.60254
H 16.04782 5.85486 9.53820
H 16.81575 7.10615 10.50738
H 17.06750 7.07872 8.74011
H 15.10146 13.62751 9.81920
H 15.36538 13.98783 11.57607
H 13.75291 13.91740 10.99988
H 16.79090 11.60883 10.95320
H 15.85587 10.26230 11.68117
H 16.20365 11.82197 12.61144
H 12.61639 12.40759 12.02506
H 13.86696 12.13165 13.21026
H 13.25879 10.77715 12.38907
H 14.67470 10.43623 5.89663
H 16.18489 9.45800 5.85376
H 15.82416 10.69063 4.68481
H 14.89304 12.95730 6.05820
H 16.50910 13.12346 5.29486
H 16.32168 13.71352 6.97632
H 18.21304 10.32552 6.92743
H 18.33178 12.05533 7.02607
H 18.22636 11.35850 5.49970
C 6.56811 10.45011 12.41489
C 7.37892 9.16570 12.40756
N 8.70199 9.38365 11.88922
C 9.50044 8.41768 11.34564
S 10.37859 8.71786 9.82492
N 9.65760 7.22601 11.93520
C 9.49729 6.91212 13.36078
C 8.49526 5.83957 13.78220
H 5.53998 10.26547 12.79487
H 6.46810 10.81729 11.36009
H 7.10950 11.27652 12.94640
H 6.87946 8.43516 11.72648
H 7.41537 8.60998 13.37407
H 8.90070 10.32719 11.59502
H 10.21259 6.60418 11.35621
H 9.29545 7.79319 13.94576
H 10.48230 6.60796 13.82677
H 8.91801 4.82668 13.73087
H 7.58810 5.85359 13.16076
H 8.10172 6.08659 14.82194
```

Values from the calculation:
spin multiplicity: 6
net charge: +1
gap between HOMO and LUMO (spin up / spin down): 7.0 / 8.1 eV

Question: Number 1 is which compound?
Answer: C22H43HoN2OP3

Repeat the first record exactly.
Density functional theory data (ωB97M-V/def2-TZVPD) for a structure of composition C22H43HoN2OP3 at a distorted geometry.

```
72
C22H43HoN2OP3 ωB97M-V/def2-TZVPD
Ho 0.47199 0.11612 0.84262
P -0.43007 2.44976 2.17419
P -1.95294 -1.24628 0.57265
P -0.28787 1.91735 -1.16024
H 2.93983 -0.75540 -0.04268
C 2.74964 0.30615 -0.27794
C 2.67611 1.31569 0.66940
H 2.82004 1.16621 1.75465
C -0.00915 2.54525 3.95788
C -2.22069 2.87601 2.27294
C 0.24661 4.07984 1.65684
C -1.39606 -2.63073 -0.48685
C -2.75813 -2.19872 1.90943
C -3.36584 -0.58216 -0.38451
C 1.02525 3.07386 -1.70927
C -1.80001 2.87173 -1.50494
C -0.27823 0.80129 -2.60492
H 2.90728 0.52439 -1.33676
H 2.74418 2.37340 0.40792
H 1.08149 2.50857 4.06328
H -0.44209 1.69698 4.49941
H -0.38774 3.48972 4.37600
H -2.75655 2.06600 2.78482
H -2.65146 2.99485 1.27005
H -2.35527 3.80973 2.84549
H 1.33822 4.04026 1.75812
H -0.15674 4.86887 2.31047
H -0.00235 4.30266 0.61190
H -2.28300 -3.17879 -0.84240
H -0.76116 -3.31106 0.09914
H -0.81545 -2.27016 -1.34957
H -3.46739 -2.90749 1.47173
H -3.30979 -1.54239 2.59252
H -2.01169 -2.77033 2.47485
H -4.17808 -1.32472 -0.39618
H -3.07175 -0.37420 -1.42573
H -3.74829 0.33726 0.08929
H 0.81675 3.36014 -2.74795
H 2.00138 2.58222 -1.65556
H 1.03663 3.95928 -1.06728
H -1.83541 3.14061 -2.57035
H -1.81128 3.79149 -0.91002
H -2.69651 2.28809 -1.26447
H -0.27472 1.38836 -3.53471
H -1.15097 0.13405 -2.60662
H 0.62427 0.17786 -2.58475
C 0.13858 -2.24431 -4.50000
C 0.10497 -3.58786 -4.92026
C 0.93622 -3.97934 -5.96853
C 1.81184 -3.06562 -6.56112
C 1.80761 -1.72574 -6.15442
C 0.93466 -1.29303 -5.14765
O -0.54260 -1.87228 -3.36952
H -0.98112 -2.67123 -3.00317
H -0.52810 -4.30204 -4.39531
H 0.91457 -5.01774 -6.29533
H 2.50834 -3.38634 -7.34704
H 2.49843 -1.01012 -6.60785
H 0.90422 -0.25244 -4.82450
N 3.28792 -1.37511 2.78419
C 2.14719 -1.33585 3.52657
C 2.13333 -1.87015 4.82285
C 0.96328 -1.83673 5.57830
C -0.17770 -1.26310 5.00325
C -0.11129 -0.75310 3.71313
N 1.02559 -0.80402 2.94792
H 3.41187 -0.81324 1.94629
H 4.11351 -1.74067 3.23549
H 3.07177 -2.29841 5.17549
H 0.93407 -2.26360 6.58061
H -1.12732 -1.22294 5.54073
H -0.99285 -0.27664 3.23800
```

Values from the calculation:
spin multiplicity: 5
net charge: +3
gap between HOMO and LUMO (spin up / spin down): 7.5 / 2.9 eV

What did the second record say?
Density functional theory data (ωB97M-V/def2-TZVPD) for a structure of composition C22H43MgN4O3PS3SeSi at a distorted geometry.

```
79
C22H43MgN4O3PS3SeSi ωB97M-V/def2-TZVPD
Mg 11.42600 19.38398 5.77253
C 15.65653 21.92372 9.80662
C 15.20535 21.62187 8.38554
C 14.86200 22.88735 7.62004
O 14.22554 20.54532 8.49562
P 12.66548 20.80440 8.18242
S 12.14834 21.66016 6.36731
S 11.90459 18.90032 8.17408
O 12.29061 21.74522 9.34980
C 11.00672 22.49466 9.60678
C 9.85655 21.56415 9.46765
C 11.17406 23.00426 10.99385
H 16.25678 22.82613 9.75460
H 16.19098 21.11542 10.29091
H 14.78478 22.10618 10.45928
H 16.06089 21.20379 7.80655
H 14.09026 23.49603 8.05695
H 14.63071 22.68565 6.57835
H 15.75977 23.48897 7.71162
H 11.00560 23.27627 8.83099
H 10.06554 20.58986 9.96734
H 9.50811 21.34460 8.43337
H 8.96907 21.92115 10.00323
H 11.14167 22.17931 11.65694
H 10.32816 23.62398 11.20074
H 12.15540 23.50252 11.13841
N 12.35526 9.01507 5.98195
C 13.11750 9.19885 7.10910
S 14.05134 8.00372 7.78662
C 13.06766 10.54994 7.74425
C 12.12920 11.47464 7.36733
C 11.96650 12.67266 8.08009
N 12.84357 13.01092 9.03602
C 13.67717 12.07156 9.48673
C 13.81136 10.80678 8.88958
H 12.33949 8.06172 5.64405
H 12.21618 9.71763 5.29603
H 11.45928 11.22930 6.53581
H 11.20760 13.41962 7.81888
H 14.24592 12.44771 10.32168
H 14.52075 10.05928 9.22429
C 6.03033 13.27304 5.51510
N 6.02386 12.82935 6.91155
C 5.22084 11.76338 7.44094
C 5.45931 11.71274 8.75784
N 6.41062 12.69360 9.09983
C 6.75282 13.21188 10.42921
C 6.72396 13.41610 7.91200
Se 7.99089 14.76756 7.92583
H 6.51184 14.26580 5.52647
H 5.03462 13.34970 5.16518
H 6.53729 12.54099 4.84428
H 4.50495 11.22401 6.81952
H 5.13345 10.99538 9.51685
H 6.55304 14.29990 10.45912
H 7.82134 13.08106 10.54427
H 6.12572 12.68519 11.18912
C 13.75750 16.46064 6.60606
Si 13.31104 17.55694 5.14401
C 13.10022 16.60149 3.54204
C 14.61349 18.98994 5.08377
H 14.33748 15.63360 6.16704
H 12.86212 16.08999 7.13662
H 14.31582 17.01236 7.37196
H 13.19631 15.52340 3.68668
H 13.93379 16.94007 2.89340
H 12.18603 16.87791 3.04612
H 15.54240 18.66240 5.60238
H 14.25176 19.93530 5.54109
H 14.83688 19.18933 4.03318
C 7.80818 19.95576 5.84538
C 8.34156 18.92948 4.91607
O 9.65940 18.44994 5.37444
H 6.79317 20.22884 5.64634
H 8.50989 20.82802 5.87711
H 7.76636 19.52490 6.85531
H 8.45591 19.25135 3.85384
H 7.69293 18.03142 4.89426
H 9.44748 17.58658 5.84824
```

Values from the calculation:
gap between HOMO and LUMO (spin up / spin down): 5.2 / 5.2 eV